1.
DFT (wB97M-V/def2-TZVPD) results for a structure of composition C35H43BCl3N7OS2SiTi at a distorted geometry.

Cartesian coordinates (Å):
Ti1 0.417 -0.492 -0.100
C1 -4.014 -3.015 4.551
C2 -3.769 -1.519 4.828
C3 -3.102 -1.393 6.202
C4 -5.133 -0.809 4.889
C5 -2.888 -0.956 3.725
C6 -3.433 -0.728 2.419
C7 -2.646 -0.479 1.357
N1 -1.232 -0.688 1.452
C8 -0.733 -0.361 2.767
C9 -1.548 -0.666 3.870
C10 0.571 0.155 2.774
C11 1.217 0.574 3.964
C12 2.494 1.077 3.959
C13 3.143 1.133 2.703
C14 2.505 0.676 1.584
N2 1.235 0.225 1.551
C15 3.231 1.575 5.186
C16 3.435 3.091 5.038
C17 2.458 1.311 6.479
C18 4.588 0.863 5.295
H1 -4.663 -3.444 5.317
H2 -3.070 -3.558 4.557
H3 -4.483 -3.155 3.578
H4 -3.762 -1.782 6.978
H5 -2.878 -0.351 6.421
H6 -2.177 -1.965 6.225
H7 -5.720 -1.171 5.735
H8 -5.708 -0.994 3.984
H9 -4.993 0.265 4.995
H10 -4.505 -0.655 2.297
H11 -3.028 -0.221 0.379
H12 -1.094 -0.640 4.848
H13 0.659 0.467 4.879
H14 4.153 1.502 2.612
H15 3.050 0.637 0.644
H16 2.467 3.581 4.947
H17 4.010 3.314 4.143
H18 3.959 3.503 5.901
H19 1.494 1.812 6.463
H20 3.025 1.684 7.333
H21 2.299 0.243 6.614
H22 5.230 1.103 4.454
H23 4.439 -0.214 5.307
H24 5.106 1.154 6.210
C19 -0.144 4.014 0.973
N3 -0.231 4.020 -0.456
C20 0.138 5.021 -1.319
C21 -0.076 4.551 -2.572
N4 -0.568 3.283 -2.499
B1 -0.882 2.392 -3.747
N5 -2.216 1.685 -3.460
C22 -3.391 2.357 -3.277
C23 -4.336 1.493 -2.848
N6 -3.738 0.258 -2.770
C24 -4.332 -0.947 -2.281
C25 -2.423 0.389 -3.141
S1 -1.380 -0.897 -3.269
C26 -0.650 2.952 -1.201
S2 -1.272 1.581 -0.457
H25 0.431 4.879 1.308
H26 0.342 3.090 1.309
H27 -1.142 4.042 1.420
H28 0.515 5.962 -0.971
H29 0.083 5.022 -3.521
H30 -1.041 3.135 -4.679
H31 -0.007 1.609 -3.900
H32 -3.461 3.411 -3.467
H33 -5.368 1.635 -2.598
H34 -5.287 -1.135 -2.782
H35 -4.504 -0.891 -1.201
H36 -3.626 -1.755 -2.485
C27 -0.573 -3.079 1.907
C28 -0.833 -1.950 0.944
O1 -0.877 -2.078 -0.305
H37 -0.167 -3.936 1.376
H38 -1.524 -3.352 2.379
H39 0.117 -2.778 2.695
Cl1 2.224 -4.549 -0.271
Si1 2.222 -2.391 -0.106
Cl2 2.894 -2.408 1.975
Cl3 4.176 -2.093 -0.973
N7 4.567 3.230 -5.059
C29 3.924 2.638 -4.302
C30 3.153 1.945 -3.367
C31 2.714 0.633 -3.602
C32 1.960 -0.027 -2.657
C33 1.598 0.548 -1.421
C34 2.054 1.868 -1.231
C35 2.797 2.560 -2.159
H40 2.975 0.150 -4.536
H41 1.621 -1.038 -2.885
H42 1.820 2.382 -0.299
H43 3.113 3.580 -1.966

Summary:
- calculated total energy (eV) = -140386.0483
- gap between HOMO and LUMO (alpha / beta) (eV) = 4.6 / 4.8
- E_LUMO (alpha / beta) (eV) = 3.87 / 3.87
- spin multiplicity = 1
- charge = -2
- highest occupied orbital energy (alpha / beta) (Eh) = -0.025 / -0.034

Results of the Löwdin charge analysis, in e, for atoms 1 through 4: Ti 0.560; C -0.056; C -0.566; C -0.076

---

2.
DFT (wB97M-V/def2-TZVPD) results for a structure of composition C21H47BrCl2F3MgN3O4 at a distorted geometry.

Cartesian coordinates (Å):
N1 -0.583 -1.307 4.967
C1 0.770 -0.677 5.235
C2 1.471 -0.115 3.985
O1 1.257 1.255 3.780
C3 1.127 -0.895 2.704
F1 0.987 -2.207 2.924
F2 2.104 -0.682 1.811
F3 0.008 -0.403 2.148
H1 -1.022 -0.990 4.098
H2 -0.506 -2.322 5.016
H3 -1.212 -1.040 5.733
H4 1.423 -1.368 5.762
H5 0.596 0.163 5.907
H6 2.546 -0.227 4.138
H7 0.435 1.553 4.184
C4 -0.306 -1.666 -4.790
O2 1.011 -1.741 -4.285
C5 1.313 -0.855 -3.251
C6 1.577 -1.582 -1.946
N2 0.338 -2.137 -1.428
C7 0.482 -3.078 -0.319
C8 1.239 -4.376 -0.583
O3 0.588 -5.252 -1.470
C9 0.820 -5.031 -2.851
H8 -0.337 -2.285 -5.683
H9 -1.050 -2.068 -4.083
H10 -0.586 -0.649 -5.054
H11 0.539 -0.089 -3.127
H12 2.221 -0.347 -3.629
H13 2.002 -0.885 -1.210
H14 2.330 -2.359 -2.149
H15 -0.133 -2.617 -2.186
H16 -0.531 -3.342 -0.004
H17 0.936 -2.571 0.535
H18 1.297 -4.912 0.369
H19 2.276 -4.201 -0.898
H20 1.823 -4.635 -3.037
H21 0.074 -4.359 -3.285
H22 0.728 -5.991 -3.356
Br1 0.877 -1.209 -7.281
N3 3.183 2.809 -2.219
C10 4.531 2.603 -2.318
C11 4.939 3.079 -3.572
C12 3.785 3.584 -4.213
C13 2.727 3.405 -3.354
H23 2.614 2.561 -1.426
H24 5.088 2.158 -1.502
H25 5.949 3.073 -3.962
H26 3.737 4.034 -5.190
H27 1.685 3.657 -3.465
C14 -3.991 4.921 2.087
C15 -4.462 3.825 1.135
C16 -4.855 2.529 1.843
C17 -3.721 1.847 2.608
C18 -2.496 1.493 1.764
C19 -2.789 0.497 0.646
H28 -3.092 4.627 2.634
H29 -3.755 5.833 1.539
H30 -4.767 5.163 2.815
H31 -3.686 3.629 0.388
H32 -5.329 4.189 0.581
H33 -5.269 1.834 1.108
H34 -5.667 2.740 2.544
H35 -4.114 0.932 3.065
H36 -3.407 2.486 3.440
H37 -1.735 1.065 2.426
H38 -2.055 2.400 1.342
H39 -3.194 -0.436 1.047
H40 -1.880 0.251 0.092
H41 -3.507 0.897 -0.069
Mg1 5.000 0.703 -3.415
C20 4.600 0.635 -8.385
Cl1 4.508 1.278 -6.708
Cl2 3.232 1.168 -9.333
H42 5.516 1.005 -8.829
H43 4.601 -0.447 -8.328
C21 -3.785 -1.568 7.478
O4 -2.460 -1.005 7.512
H44 -4.035 -1.770 6.439
H45 -3.821 -2.498 8.043
H46 -4.508 -0.864 7.887
H47 -2.244 -0.825 8.432

Summary:
- calculated total energy (eV) = -143864.3341
- gap between HOMO and LUMO (eV) = 2.5
- E_LUMO (eV) = -8.49
- spin multiplicity = 1
- charge = +2
- highest occupied orbital energy (Eh) = -0.405

Results of the Löwdin charge analysis, in e, for atoms 1 through 4: N 0.230; C -0.033; C -0.254; O 0.040

---

3.
DFT (wB97M-V/def2-TZVPD) results for an isolated molecule of C4H8S at a distorted geometry.

Cartesian coordinates (Å):
C1 0.578 -0.940 -1.129
C2 0.326 0.197 -0.115
C3 1.062 1.319 -0.111
C4 -0.603 -0.114 1.097
H1 -0.359 -1.623 -1.103
H2 1.298 -1.656 -0.791
H3 0.780 -0.621 -2.159
H4 0.894 2.126 0.601
H5 1.747 1.429 -0.903
H6 -0.147 -0.872 1.717
H7 -0.750 0.786 1.761
H8 -2.671 0.633 0.694
S1 -2.154 -0.663 0.442

Summary:
- structure (SMILES) = C=C(C)CS
- calculated total energy (eV) = -15111.6974
- gap between HOMO and LUMO (eV) = 9.8
- E_LUMO (eV) = 0.83
- spin multiplicity = 1
- highest occupied orbital energy (Eh) = -0.329
- energy above the lowest of the compared OMol25 structures with the same formula, charge and spin (kJ/mol) = 66.4

Results of the Löwdin charge analysis, in e, for atoms 1 through 4: C -0.091; C -0.421; C 0.029; C -0.581

---

Number 1 is which compound?
C35H43BCl3N7OS2SiTi